[1]
C22H45BN7PPtS3 | ωB97M-V/def2-TZVPD

Geometry as XYZ:
```
80
Properties=species:S:1:pos:R:3
Pt 0.61 -0.55 -0.74
C -3.89 -1.33 -2.56
N -2.77 -2.17 -2.98
C -2.78 -2.96 -4.10
C -1.63 -3.68 -4.06
N -0.94 -3.36 -2.93
B 0.48 -4.01 -2.68
N 0.77 -4.19 -1.16
C 0.30 -5.21 -0.38
C 0.85 -5.08 0.86
N 1.66 -3.97 0.82
C 2.47 -3.47 1.92
C 1.59 -3.44 -0.41
S 2.44 -2.02 -0.93
C -1.64 -2.42 -2.28
S -1.39 -1.70 -0.71
H -4.58 -1.23 -3.40
H -3.54 -0.35 -2.26
H -4.41 -1.79 -1.72
H -3.60 -2.96 -4.79
H -1.26 -4.42 -4.75
H 0.42 -5.10 -3.18
H 1.32 -3.31 -3.16
H -0.37 -5.95 -0.76
H 0.75 -5.69 1.74
H 2.24 -4.05 2.81
H 2.24 -2.43 2.09
H 3.53 -3.58 1.68
C 2.38 1.84 -0.06
C 2.07 1.88 1.45
C 3.07 0.91 2.10
C 2.35 3.30 1.98
P 0.32 1.32 1.76
N -0.09 -0.03 0.91
C 0.07 0.78 3.53
C 0.66 1.76 4.55
C -1.43 0.61 3.82
C 0.69 -0.61 3.72
C -0.93 2.63 1.24
C -0.51 3.26 -0.10
C -1.07 3.75 2.28
C -2.29 1.97 0.99
H 3.41 2.16 -0.21
H 1.75 2.47 -0.68
H 2.37 0.81 -0.45
H 4.07 1.21 1.78
H 2.91 -0.12 1.77
H 3.05 0.95 3.18
H 3.42 3.50 1.85
H 2.14 3.40 3.04
H 1.81 4.07 1.44
H 0.27 2.77 4.45
H 1.75 1.81 4.51
H 0.40 1.41 5.55
H -1.98 1.55 3.85
H -1.52 0.16 4.81
H -1.90 -0.06 3.10
H 1.77 -0.62 3.62
H 0.26 -1.33 3.03
H 0.46 -0.94 4.74
H 0.37 3.89 -0.03
H -1.34 3.90 -0.43
H -0.35 2.51 -0.88
H -0.13 4.25 2.50
H -1.51 3.40 3.21
H -1.76 4.50 1.87
H -2.23 1.18 0.23
H -2.97 2.74 0.63
H -2.73 1.53 1.88
C -0.72 2.22 -5.58
N 0.16 1.29 -4.87
C -0.11 0.76 -3.69
N -1.22 1.12 -3.05
S 1.02 -0.39 -3.08
H -0.27 2.44 -6.55
H -0.81 3.16 -5.03
H -1.70 1.78 -5.75
H 1.02 1.02 -5.31
H -1.84 1.83 -3.41
H -1.43 0.70 -2.16
```

Computed properties:
Orbital gap = 6.40 eV
HOMO level = -13.70 eV
Relative energy (zero: lowest compared OMol25 entry of this formula, charge and spin) = 0.0 kcal per mole
Net charge = +2
DFT total energy = -2928.25532 Ha


[2]
C22H45BO12S | ωB97M-V/def2-TZVPD

Geometry as XYZ:
```
81
Properties=species:S:1:pos:R:3
C 0.91 -3.03 1.31
C 1.52 -1.66 1.62
B 0.61 -0.38 1.52
O 1.16 0.86 1.72
C -0.95 -0.39 1.24
C -1.78 0.35 2.29
C -3.26 0.09 2.09
O -3.68 0.58 0.78
S -3.00 -0.11 -0.47
O -3.45 0.63 -1.61
O -3.23 -1.53 -0.39
C -1.30 0.21 -0.14
H 0.87 -3.21 0.23
H -0.10 -3.14 1.70
H 1.50 -3.84 1.73
H 2.40 -1.50 0.98
H 1.93 -1.66 2.64
H 2.12 0.82 1.83
H -1.30 -1.43 1.21
H -1.51 0.05 3.31
H -1.59 1.43 2.21
H -3.49 -0.97 2.14
H -3.88 0.63 2.80
H -1.18 1.29 -0.16
H -0.73 -0.23 -0.96
O 0.93 1.89 -1.48
C 0.81 3.08 -1.36
O 0.19 3.54 -0.25
C 0.08 4.93 0.07
C -1.08 5.59 -0.64
C 1.29 4.06 -2.40
H 1.03 5.44 -0.13
H -0.07 4.94 1.15
H -0.94 5.58 -1.72
H -1.16 6.63 -0.32
H -2.01 5.08 -0.40
H 0.53 4.14 -3.18
H 2.20 3.67 -2.85
H 1.50 5.05 -2.02
O 2.60 -3.83 -3.48
C 1.57 -3.47 -3.97
O 1.25 -2.16 -3.91
C 0.08 -1.60 -4.54
C -1.16 -1.79 -3.70
C 0.59 -4.45 -4.59
H -0.04 -2.01 -5.55
H 0.32 -0.55 -4.65
H -1.40 -2.84 -3.56
H -2.02 -1.30 -4.17
H -1.01 -1.35 -2.72
H 0.00 -4.87 -3.78
H 1.17 -5.25 -5.04
H -0.08 -4.02 -5.33
O 4.11 4.76 -1.46
C 4.21 4.70 -0.26
O 4.56 5.82 0.41
C 4.61 5.88 1.84
C 5.91 5.33 2.39
C 3.99 3.41 0.48
H 3.75 5.39 2.27
H 4.52 6.94 2.06
H 6.03 4.27 2.16
H 5.94 5.46 3.47
H 6.76 5.87 1.95
H 4.92 2.84 0.44
H 3.23 2.83 -0.05
H 3.70 3.52 1.52
O -1.07 -6.09 2.91
C -2.11 -5.88 2.34
O -2.51 -4.60 2.18
C -3.69 -4.23 1.45
C -4.93 -4.30 2.31
C -3.00 -7.01 1.88
H -3.78 -4.81 0.54
H -3.50 -3.20 1.15
H -5.14 -5.32 2.64
H -5.79 -3.94 1.75
H -4.81 -3.68 3.20
H -3.60 -7.34 2.73
H -2.36 -7.83 1.57
H -3.67 -6.75 1.06
```

Computed properties:
Orbital gap = 10.30 eV
HOMO level = -10.00 eV
DFT total energy = -2191.26321 Ha